{"formula": "C30H29BBr3N3O10", "method": "ωB97M-V/def2-TZVPD", "symbols": ["C", "H", "C", "C", "C", "Br", "H", "O", "C", "O", "H", "C", "C", "H", "O", "H", "H", "O", "O", "H", "H", "O", "H", "C", "C", "H", "H", "C", "H", "H", "C", "C", "H", "H", "O", "H", "O", "B", "N", "H", "C", "C", "C", "H", "H", "O", "C", "C", "C", "H", "H", "H", "C", "H", "C", "N", "H", "H", "C", "C", "H", "Br", "C", "H", "C", "Br", "C", "O", "N", "C", "C", "C", "C", "H", "H", "C"], "positions_angstrom": [[-1.540915, 5.999163, 8.463950], [7.676636, -6.279800, -4.755030], [-0.028956, -3.885259, -2.611311], [5.712812, -5.932545, -1.934131], [-3.744022, 1.669628, 3.109186], [0.151349, -4.348850, -5.628421], [-4.068315, 1.776348, -3.458253], [-3.519466, -0.351779, -3.816957], [-1.026383, 6.700960, 6.171355], [-2.199778, 5.305244, 9.226111], [4.101465, -0.550149, -2.530371], [-1.027247, -0.306894, 0.184144], [-5.901574, 0.425209, -3.586631], [-6.380692, -0.510300, -3.053019], [0.666660, 8.319532, 5.914456], [5.383764, -5.589222, -4.067823], [-5.332291, 3.772148, 0.823655], [1.750208, 2.030378, -1.839824], [2.152899, 1.509450, -4.150369], [-0.133617, -5.046424, -2.867742], [-2.510996, 5.261392, 6.648409], [4.587369, -5.591235, -1.597386], [0.977878, 8.363385, 8.492157], [-0.362211, -0.342701, -2.266464], [-3.641911, 4.012206, 3.826928], [-4.596311, 5.462803, 2.498894], [-1.615253, -2.332510, -4.894767], [0.007797, 7.625614, 6.676616], [1.979726, -0.191974, -0.478590], [-0.367849, 6.952654, 10.043049], [0.328411, -3.114873, -4.013656], [0.215115, 7.680752, 8.137161], [6.390246, -6.382923, 0.095596], [-3.887749, -1.380327, -1.218748], [-4.854061, 1.232400, 1.077237], [-2.800827, 2.303591, 4.901527], [-3.294660, -1.961989, -1.789199], [-2.684069, -1.149010, -2.883074], [-1.156190, -1.086170, -3.130746], [1.369366, -1.899638, -0.991353], [-0.674300, -1.833861, -4.354133], [-4.491207, 2.063532, 1.898254], [-4.784055, 3.499054, 1.717341], [-4.206671, 0.660288, -1.945244], [-5.889910, 0.206131, -4.759805], [9.479513, -7.071489, -3.062048], [-3.349063, 2.576685, 4.007841], [3.504797, -1.277582, -1.803916], [1.924765, -0.934579, -1.411540], [8.683118, -7.073501, -0.591611], [0.954954, -3.820024, -1.938419], [-0.984846, -3.495017, -2.058574], [1.653813, 1.076581, -2.802938], [-1.165269, 6.672123, 5.097517], [6.709667, -6.375827, -0.939651], [-0.778819, 0.432907, -1.076063], [-3.536807, 0.612935, 3.226287], [5.134592, -2.882315, -1.941460], [-0.506735, 6.923817, 8.969211], [6.127156, -5.916264, -3.351120], [-1.929167, -1.662043, 2.234830], [0.101147, -0.609093, -5.790210], [4.264988, -2.443269, -1.255137], [-6.566559, 1.387547, -3.437440], [7.357215, -6.286896, -3.719783], [-1.577699, 2.053542, -1.310277], [-1.748233, 5.944025, 7.003406], [-3.279057, 4.843338, 4.647944], [1.151015, -0.332198, -2.579800], [7.939727, -6.746460, -1.308314], [-4.316518, 0.662840, -3.110434], [8.354070, -6.730178, -2.725302], [-4.389096, 4.406111, 2.615995], [1.426989, -2.709377, -3.992232], [4.091841, -2.926364, -0.194354], [-1.461712, -1.063403, 1.314611]], "atomic_forces_ev_per_a": [[-0.43, -0.44, 0.45], [0.02, -0.01, 0.05], [1.09, -1.10, -0.44], [-0.78, 0.21, 0.23], [0.21, 0.14, 0.40], [0.18, 0.98, 1.32], [0.03, -2.66, 0.56], [2.33, -0.81, 3.51], [-0.31, -0.31, 0.10], [0.41, 0.42, -0.44], [-1.89, -1.90, 1.09], [-3.58, -4.98, 6.37], [0.39, -0.18, -0.50], [0.98, 1.98, -1.02], [-0.41, -0.43, 0.52], [-0.01, 0.00, 0.04], [0.01, -0.04, 0.02], [-1.34, -6.09, -3.56], [-3.16, -3.93, 6.78], [-0.02, 2.67, 0.67], [0.12, 0.11, 0.05], [0.67, -0.25, -0.19], [-0.02, -0.01, -0.05], [2.38, -1.39, -1.73], [0.24, 0.56, 0.54], [0.02, -0.02, 0.03], [1.80, 1.40, 1.50], [0.45, 0.48, -0.64], [-0.37, -1.24, -2.15], [-0.02, -0.02, -0.02], [0.21, 1.38, 0.72], [-0.11, -0.15, 0.48], [-0.02, 0.01, -0.04], [0.82, -1.13, -1.16], [0.24, 0.44, 0.40], [-0.01, 0.04, -0.02], [1.59, 3.36, -1.83], [-3.60, 0.57, 0.34], [1.20, 1.89, 2.69], [1.30, 1.95, -1.25], [-0.08, -1.81, -1.41], [-0.21, -0.56, -0.54], [0.05, 0.43, 0.15], [-0.16, -0.24, -2.13], [0.09, 0.46, 2.62], [-0.79, 0.24, 0.24], [-0.02, -0.47, -0.13], [1.53, -2.94, 1.04], [1.42, -0.23, 2.73], [0.01, 0.00, -0.05], [-2.38, 0.02, -1.30], [1.90, -0.73, -1.09], [3.74, 8.88, -2.95], [-0.01, 0.00, 0.03], [0.44, -0.15, 0.10], [-0.32, -4.28, 1.87], [-0.02, 0.04, -0.03], [-1.60, 1.53, 2.05], [0.35, 0.34, -0.04], [0.32, -0.07, -0.33], [1.59, 1.74, -2.62], [-0.71, -1.09, 1.64], [-1.60, 3.00, -1.70], [1.44, -1.99, -0.04], [-0.45, 0.17, -0.11], [-0.25, 0.60, -0.17], [0.05, 0.08, -0.28], [-0.30, -0.58, -0.69], [-2.37, -0.07, 1.05], [-0.34, 0.08, 0.36], [-2.74, 1.35, -0.49], [0.92, -0.27, -0.28], [-0.22, -0.08, -0.41], [-2.19, -0.90, -0.20], [-0.22, 0.66, -2.69], [2.56, 5.35, -8.01]], "homo_energy_ev": -7.6057, "orbital_gap_ev": 5.00, "multiplicity": 1, "lumo_energy_ev": -2.61}

---

{"formula": "C30H29BCl2F2FeN3O4S2", "method": "ωB97M-V/def2-TZVPD", "symbols": ["C", "C", "C", "H", "C", "C", "O", "H", "C", "H", "H", "H", "O", "H", "C", "H", "C", "C", "C", "H", "N", "C", "H", "C", "C", "C", "H", "C", "S", "H", "O", "C", "H", "Cl", "H", "C", "Cl", "C", "C", "C", "C", "H", "H", "C", "H", "C", "H", "C", "S", "C", "H", "C", "H", "H", "F", "H", "C", "N", "F", "H", "C", "H", "H", "C", "H", "H", "H", "H", "H", "N", "O", "Fe", "C", "B"], "positions_angstrom": [[-1.346271, -1.378232, -2.384398], [-2.456480, -3.672953, -3.498182], [4.263363, 2.327395, -0.510568], [-5.382191, 1.443260, 0.407612], [3.705301, -1.835973, -0.700443], [3.148188, 3.114803, -0.611487], [-0.472691, 1.863156, 1.016652], [-3.245229, 3.134749, 4.981191], [4.994838, -1.314734, -0.519530], [2.295376, 7.233674, 1.484992], [1.721569, 6.438014, 2.954863], [3.021599, 5.709034, 2.000702], [1.213349, -3.923788, -1.082433], [-1.147779, 3.511079, 3.814712], [-2.631872, -1.348329, -2.904167], [-4.219101, -5.176361, 0.450945], [2.085485, 6.266528, 1.940601], [-0.631698, -2.564872, -2.404030], [0.754946, 4.135090, 1.709246], [0.128333, 6.095002, 1.067745], [-2.495936, -0.267972, 0.338295], [-4.807833, -3.135155, 0.421550], [-2.886292, -4.562248, -3.940236], [-4.737170, 0.575125, 0.384431], [-3.892006, -4.145564, 0.468918], [2.815201, 0.406439, -0.626015], [-3.414678, 4.627852, 4.051998], [-4.386707, -1.791998, 0.426460], [-0.602751, 3.341802, 0.780897], [-1.931862, 2.127706, 3.058894], [1.844201, -2.664272, -3.070364], [1.888692, 2.496294, -0.681947], [-6.325537, -0.848881, 0.456821], [-1.434668, -5.210496, 0.652180], [0.487803, 4.207665, 2.762941], [-2.011487, -2.579058, 0.556652], [-6.500508, -3.512510, 0.320319], [2.602792, -0.996911, -0.769076], [-2.004797, 3.205803, 3.212552], [-5.256745, -0.687128, 0.419223], [4.130375, 0.924479, -0.526016], [-0.896247, -0.481488, -1.979576], [3.228080, 4.194284, -0.630752], [5.220687, 0.035390, -0.451053], [6.223505, 0.430032, -0.341776], [-3.285025, 3.546722, 3.973697], [-2.887995, 3.695124, 1.302497], [-2.990665, -1.529014, 0.443587], [1.060391, -2.725473, -1.857227], [-2.521101, -3.882273, 0.547266], [-4.181984, -2.454834, -3.882130], [-1.972894, 3.900740, 1.860164], [3.547659, -2.901229, -0.789740], [1.409171, 5.391064, 0.090333], [1.533883, -0.402283, 2.006162], [-1.862981, 4.984395, 1.947139], [1.049956, 5.506611, 1.115697], [1.300169, -1.356558, -1.012548], [0.612583, -1.704133, 3.541271], [-2.916477, 1.712606, 0.239043], [-1.175708, -3.708615, -2.970240], [-4.162298, 3.133124, 3.473106], [0.990700, 3.094624, -0.783350], [-3.185965, -2.492269, -3.458971], [1.605542, 3.461364, 1.613485], [-0.579860, -4.612841, -2.973983], [5.830727, -1.999210, -0.449533], [-3.199345, -0.425495, -2.880237], [5.251279, 2.767580, -0.442142], [1.715257, 1.196895, -0.656929], [-0.761329, -2.276184, 0.636873], [-0.052769, -0.302054, 0.339162], [-3.347611, 0.733805, 0.310777], [0.398255, -0.732257, 2.694430]], "atomic_forces_ev_per_a": [[0.08, -0.11, -0.10], [0.05, 0.03, 0.03], [-0.07, 0.02, 0.01], [0.04, 0.02, -0.07], [-0.41, 0.14, 0.02], [0.13, -0.01, -0.08], [-0.19, -0.62, 0.11], [-0.05, 0.00, 0.00], [0.06, 0.21, -0.03], [0.02, 0.01, 0.04], [0.05, 0.01, 0.01], [0.00, 0.00, 0.03], [-0.22, -0.18, 0.15], [0.04, -0.06, -0.03], [0.00, 0.03, -0.01], [-0.01, 0.01, 0.01], [-0.07, -0.05, -0.08], [0.13, 0.05, 0.18], [-0.12, 0.07, -0.13], [0.01, 0.00, -0.06], [0.25, 0.10, 0.25], [0.04, -0.14, -0.01], [0.02, -0.01, 0.01], [-0.08, 0.06, -0.05], [-0.13, -0.05, -0.02], [0.37, -0.01, -0.11], [-0.03, -0.01, 0.04], [0.22, 0.11, -0.04], [-0.28, 0.39, 0.81], [0.04, 0.01, 0.02], [0.05, 0.00, -0.02], [0.12, -0.19, -0.21], [0.01, -0.02, -0.03], [0.14, -0.08, -0.01], [-0.05, -0.07, -0.03], [-0.42, -0.01, -0.01], [-0.09, -0.02, 0.03], [0.41, -0.14, -0.24], [-0.12, 0.03, 0.04], [-0.02, 0.01, 0.03], [-0.21, 0.03, 0.11], [0.01, 0.04, -0.14], [-0.02, -0.02, -0.05], [0.20, -0.15, 0.02], [-0.02, 0.00, -0.01], [0.07, -0.02, -0.08], [0.00, 0.05, -0.03], [-0.06, -0.18, -0.06], [0.30, 0.59, -0.26], [0.30, 0.46, 0.08], [-0.01, -0.03, 0.05], [0.21, -0.26, -0.11], [0.09, -0.03, -0.01], [-0.09, 0.01, 0.00], [-0.26, 0.42, 0.07], [-0.01, 0.02, -0.05], [0.05, 0.05, 0.08], [-0.90, -0.17, 0.60], [-0.65, 0.17, 0.34], [0.14, 0.34, -0.07], [0.03, -0.11, 0.16], [0.00, 0.02, 0.00], [0.23, 0.02, -0.15], [-0.06, 0.05, -0.06], [-0.04, -0.02, 0.00], [-0.10, -0.05, -0.03], [-0.01, -0.01, -0.03], [0.00, -0.01, 0.00], [0.00, -0.01, 0.02], [-0.07, 0.06, 0.13], [0.50, 0.77, 0.17], [-0.79, -0.52, -0.73], [0.19, -0.24, 0.04], [1.08, -0.80, -0.51]], "homo_energy_ev": [-7.2755, -7.3188], "orbital_gap_ev": [7.15, 5.83], "multiplicity": 6, "lumo_energy_ev": [-0.12, -1.49]}

---

{"formula": "C30H29BaCl3FGeN4O6S", "method": "ωB97M-V/def2-TZVPD", "symbols": ["H", "H", "H", "C", "H", "C", "H", "C", "C", "C", "C", "Cl", "H", "Ge", "H", "C", "H", "O", "C", "H", "Cl", "H", "C", "O", "S", "N", "C", "C", "H", "C", "H", "H", "H", "C", "C", "Ba", "H", "H", "H", "H", "H", "N", "F", "H", "C", "H", "N", "H", "H", "O", "O", "C", "O", "C", "O", "H", "C", "C", "H", "C", "C", "C", "C", "C", "H", "C", "H", "C", "C", "H", "C", "C", "C", "H", "Cl", "N"], "positions_angstrom": [[-2.994438, 5.273811, -0.571859], [-0.812538, 2.943911, -2.499359], [2.780262, 3.091511, 2.514741], [1.563562, 2.215911, -1.061159], [2.073262, 2.213411, -3.110059], [-0.075738, -6.190789, 0.586041], [0.551562, 4.205311, 3.326441], [-2.980138, 4.211811, -0.362559], [2.276962, -1.873089, -1.463559], [0.206162, 2.210311, 2.530041], [2.430762, 2.823811, 1.524741], [-3.619238, -3.125689, 1.174141], [0.062562, 3.161311, -4.018159], [-4.429138, -3.087689, -1.431059], [1.250262, -0.289489, 1.144641], [-0.105938, -6.184389, 1.972041], [-5.121938, 4.036511, -0.264359], [0.589662, -2.331589, 3.625641], [3.299162, 2.969411, 0.456141], [1.771162, 1.932911, 4.028441], [-4.621938, -5.255089, -2.056859], [-1.002838, 3.505911, 3.786541], [0.841762, 1.465011, 3.706041], [-2.485538, -0.844889, -1.962859], [-2.319838, -2.109789, -2.678759], [0.028462, -3.808689, 0.545641], [0.588362, 0.687611, -2.873659], [0.161162, 3.146911, -2.933559], [0.154062, 1.459711, 4.550441], [-0.280938, 3.595211, 2.976141], [3.697462, 0.027611, 1.495141], [-0.190338, 0.388111, -2.177759], [1.820762, -2.410689, -2.286859], [-0.008738, -4.973589, -0.075359], [4.208762, -1.030689, -0.301159], [-1.480438, -1.603489, -0.132859], [-0.170138, -7.113089, 2.526341], [4.308762, 3.330911, 0.613341], [0.149762, 0.715011, -3.868759], [-5.041038, 1.615311, 0.305341], [3.535962, 2.814111, -1.650959], [1.463962, -1.371089, -0.557759], [-2.923938, 0.210611, 0.623841], [-0.082138, -4.887389, 3.701241], [-1.687538, 2.156011, -0.047459], [-0.001438, -4.933689, -1.155159], [-0.559438, 1.468911, -0.092159], [1.033262, 0.430211, 3.435541], [-0.115938, -7.114289, 0.026341], [-0.533538, -1.503989, 1.883241], [-1.342738, -2.035989, -3.729959], [-0.058038, -4.966289, 2.625641], [-3.676938, -2.502689, -3.227459], [1.157062, 2.058811, -2.516859], [-1.974238, -3.151889, -1.673159], [5.280762, -0.918489, -0.213459], [3.669762, -1.720089, -1.393559], [-2.928938, 1.522111, 0.206341], [1.372262, -0.065889, -2.871759], [-0.008038, -3.798189, 1.871341], [0.018562, -2.422089, 2.539041], [0.681262, 2.034611, 0.034441], [3.340662, -0.515489, 0.637341], [1.141462, 2.355311, 1.343241], [-0.661738, 1.623711, 2.212041], [-4.174138, 3.527111, -0.183759], [0.506962, 4.127911, -2.609459], [-1.773638, 3.559211, -0.280859], [2.854962, 2.666511, -0.817959], [-0.761838, 4.111311, 2.148341], [-4.132238, 2.170211, 0.124741], [1.972562, -0.693489, 0.457341], [4.527562, -2.229789, -2.389359], [-0.848938, 4.096811, -0.434159], [-6.648038, -2.472989, -2.102859], [5.262662, -2.624189, -3.179359]], "atomic_forces_ev_per_a": [[0.01, 0.01, -0.02], [-0.15, 0.05, -0.09], [-0.11, -0.08, 0.06], [-0.26, 0.00, -0.15], [-0.19, -0.03, 0.18], [0.03, 0.06, -0.02], [0.10, 0.05, 0.01], [0.31, 0.37, -0.06], [0.62, -0.19, -0.20], [0.00, 0.08, 0.24], [0.27, 0.09, -0.11], [0.11, -0.41, 1.72], [-0.08, -0.04, -0.06], [-1.91, 0.11, 0.27], [-0.03, -0.06, 0.30], [0.04, 0.16, -0.04], [-0.08, 0.00, 0.00], [0.24, -0.02, 0.39], [-0.03, 0.02, 0.03], [0.07, 0.07, 0.05], [0.00, -0.76, -0.17], [-0.06, -0.03, 0.08], [-0.11, -0.04, -0.27], [-1.36, 2.39, -2.71], [-1.42, -1.40, -4.27], [0.13, -0.11, 0.16], [0.22, 0.11, -0.04], [0.30, -0.07, 0.04], [-0.04, -0.04, 0.06], [-0.06, -0.18, -0.14], [0.07, 0.09, 0.12], [-0.08, -0.09, -0.09], [-0.02, -0.03, -0.05], [0.05, -0.59, -0.23], [-0.23, -0.10, -0.10], [2.22, 0.24, 3.45], [-0.02, 0.02, 0.02], [-0.01, -0.02, 0.00], [-0.08, -0.08, -0.07], [0.02, -0.15, 0.01], [-0.14, -0.09, -0.05], [-0.24, 0.10, -0.15], [-0.97, 2.87, -0.06], [0.02, 0.02, 0.07], [-0.14, 0.65, -0.06], [-0.07, -0.01, -0.15], [-0.83, -1.04, 0.03], [0.05, -0.20, 0.08], [-0.04, -0.01, -0.05], [1.61, 0.70, 3.20], [0.67, 0.24, -0.30], [-0.04, 0.06, 0.04], [0.96, 0.23, -0.19], [-0.09, -0.10, -0.17], [0.09, -1.97, -2.28], [0.02, 0.04, 0.02], [-0.79, 0.39, 0.81], [-0.24, -1.36, 0.39], [-0.09, -0.02, -0.01], [0.10, -0.10, 0.43], [0.30, -0.53, 0.55], [1.70, 1.04, 0.14], [-0.01, -0.03, -0.02], [-0.60, -0.15, -0.28], [0.14, 0.04, 0.14], [0.14, -0.41, 0.10], [-0.06, 0.16, 0.04], [-0.01, 0.12, 0.09], [0.16, 0.14, 0.19], [-0.05, 0.16, -0.04], [-0.37, -0.10, 0.04], [0.41, -0.03, 0.07], [0.42, -0.32, -0.53], [0.05, 0.01, -0.01], [-0.73, 0.15, -0.26], [0.12, -0.07, -0.15]], "homo_energy_ev": [-0.6277, -0.6277], "orbital_gap_ev": [4.27, 2.40], "total_charge": -2, "multiplicity": 2, "lumo_energy_ev": [3.64, 1.78]}